A) 19
Properties=species:S:1:pos:R:3 method="wB97M-V/def2-TZVPD" gap_ev=12.61 homo_energy_ev=-11.477 smiles=CCC.CC molar_mass_da=74.167 lumo_ev=1.138
C -0.468 -2.497 -0.508
H 0.788 2.353 1.487
H -2.626 -2.879 -0.613
H -0.415 -3.222 -1.324
H 2.578 1.160 0.520
C -1.902 -2.398 0.033
H -0.039 -1.557 -0.850
H -0.461 1.271 0.887
H 0.239 2.110 -1.498
H -2.237 -1.365 0.130
H -0.539 3.309 -0.514
C 0.488 1.736 0.642
H -1.986 -2.878 1.013
C 0.338 2.661 -0.556
H 0.184 -2.833 0.296
C 1.596 0.697 0.442
H 1.222 3.287 -0.680
H 1.568 0.202 -0.524
H 1.520 -0.075 1.214

***

B) 19
Properties=species:S:1:pos:R:3 method="wB97M-V/def2-TZVPD" gap_ev=12.40 homo_energy_ev=-11.310 smiles=CCC.CC molar_mass_da=74.167 lumo_ev=1.092
H -0.395 -0.202 0.017
H 0.710 3.808 -1.773
H 0.301 2.842 1.026
H 1.041 -1.973 -0.572
H 0.845 -2.174 1.878
C 0.096 -2.315 -0.146
H 1.719 2.870 -0.676
H -0.267 -3.111 -0.808
H 1.096 -3.707 1.196
H 0.518 2.047 -1.593
H -0.550 -3.217 1.742
C 0.355 -2.900 1.228
H -1.590 -1.160 0.679
C 0.706 2.986 -1.061
H -1.129 2.556 0.081
C -0.229 3.178 0.134
C -0.891 -1.155 -0.170
H -0.574 4.192 0.318
H -1.510 -1.063 -1.058

***

Stability ranking, top and bottom: A) is the most stable and B) is the least stable.

***

A) 19
Properties=species:S:1:pos:R:3 method="wB97M-V/def2-TZVPD" gap_ev=12.29 homo_energy_ev=-11.153 smiles=CCC.CC molar_mass_da=74.167 lumo_ev=1.141
H -1.148 -1.341 2.327
C -0.989 -0.796 1.401
H 1.621 1.403 0.852
H 2.674 2.170 -1.160
C 1.584 2.186 -1.132
H -0.607 -1.985 -1.751
C -1.466 -1.571 0.164
H 1.210 3.018 0.859
H -2.157 -0.948 -0.406
H -2.120 -2.371 0.516
H 0.623 -1.591 -0.640
H 1.171 3.054 -1.650
H 0.073 -0.541 1.300
C 1.012 2.108 0.280
H -0.058 1.960 0.311
H -1.332 0.232 1.561
H 1.307 1.338 -1.756
C -0.331 -2.110 -0.692
H -0.143 -3.181 -0.629

***

B) 19
Properties=species:S:1:pos:R:3 method="wB97M-V/def2-TZVPD" gap_ev=12.60 homo_energy_ev=-11.531 smiles=CCC.CC molar_mass_da=74.167 lumo_ev=1.074
H 0.933 -1.162 1.493
C -1.634 2.202 -0.589
H 0.285 2.475 0.427
H 0.484 2.566 -2.201
H -2.077 1.471 -1.265
H -1.652 3.165 -1.094
C 0.590 -3.108 0.602
H -0.268 -3.769 0.598
H -0.224 0.812 0.196
C 0.632 1.706 -1.547
H 1.484 -3.732 0.612
H 0.353 0.830 -2.133
H 0.598 -2.549 -0.333
H 1.195 -2.503 2.610
H -0.464 -1.996 2.142
H 1.699 1.611 -1.344
H -2.284 2.334 0.284
C 0.554 -2.142 1.811
C -0.205 1.791 -0.268

***

C) 19
Properties=species:S:1:pos:R:3 method="wB97M-V/def2-TZVPD" gap_ev=12.08 homo_energy_ev=-10.974 smiles=CCC.CC molar_mass_da=74.167 lumo_ev=1.102
H 1.165 -0.789 -1.074
C 0.758 -1.232 -0.209
C -0.726 2.020 -0.867
C 1.465 -0.924 1.077
H -1.408 2.004 1.302
C 0.438 -2.728 -0.313
H 1.642 0.117 1.175
H 1.250 -3.394 -0.156
H -0.384 0.989 -0.772
H -2.728 2.170 0.195
H -0.168 -0.700 -0.235
C -1.688 2.474 0.312
H 0.186 -2.809 -1.396
H 0.914 -1.363 1.856
H -1.190 1.970 -1.862
H 2.497 -1.194 1.024
H -1.546 3.574 0.578
H -0.500 -2.945 0.151
H 0.023 2.761 -0.788

***

D) 19
Properties=species:S:1:pos:R:3 method="wB97M-V/def2-TZVPD" gap_ev=12.39 homo_energy_ev=-11.245 smiles=CCC.CC molar_mass_da=74.167 lumo_ev=1.147
C -2.022 1.533 -0.894
H -3.001 1.601 -0.442
H 2.368 0.586 0.169
H 2.597 -1.480 -1.442
H -0.697 1.456 0.762
H -2.220 1.053 -1.860
H -1.236 -1.437 0.824
C 2.110 -1.388 -0.455
C -1.804 -0.463 0.868
C 2.749 -0.362 0.442
H 1.927 -2.456 -0.180
H -2.133 -0.296 1.922
H -2.725 -0.692 0.305
H 1.123 -0.996 -0.753
H -1.822 2.577 -1.013
H 2.538 -0.445 1.488
H 3.759 -0.348 0.231
C -1.078 0.775 0.101
H -0.210 0.302 -0.378

***

Stability ranking, top and bottom: B) is the most stable and C) is the least stable.

***

A) 19
Properties=species:S:1:pos:R:3 method="wB97M-V/def2-TZVPD" gap_ev=12.06 homo_energy_ev=-10.975 smiles=CCC.CC molar_mass_da=74.167 lumo_ev=1.084
H 1.882 0.412 1.956
H 0.304 0.038 -1.482
H -1.269 2.258 1.181
H 0.992 -1.913 -2.941
C -0.450 1.581 0.910
H -0.246 0.465 -3.150
C 1.015 -0.190 2.192
H 0.985 -0.865 1.323
H -1.309 -0.086 -1.944
C -0.276 0.647 2.117
H 0.943 -0.737 3.125
H -1.123 -0.038 2.002
H -0.393 1.235 3.028
H -0.207 -2.319 -1.710
H -0.940 1.153 0.028
H 0.465 1.983 0.469
C -0.014 -1.713 -2.597
H -0.577 -2.232 -3.388
C -0.298 -0.254 -2.345

***

B) 19
Properties=species:S:1:pos:R:3 method="wB97M-V/def2-TZVPD" gap_ev=12.39 homo_energy_ev=-11.273 smiles=CCC.CC molar_mass_da=74.167 lumo_ev=1.119
H 1.133 -0.720 1.442
H -2.669 1.497 0.450
H 2.681 -2.861 1.338
H 2.806 -1.756 0.002
H 1.770 -3.238 -0.114
H -1.138 2.992 -0.966
H 0.271 -2.287 1.771
H -1.333 0.588 0.964
H 0.233 2.174 -0.274
H 0.078 0.370 -1.722
H 0.161 -1.403 0.303
H -1.347 2.276 1.409
C -1.595 1.583 0.628
H -1.691 0.375 -1.754
H -0.743 1.507 -2.723
C -0.802 2.023 -0.598
C -0.810 1.008 -1.751
C 0.884 -1.708 1.080
C 2.111 -2.420 0.516

***

Stability ranking, top and bottom: B) is the most stable and A) is the least stable.

***

A) 19
Properties=species:S:1:pos:R:3 method="wB97M-V/def2-TZVPD" gap_ev=12.19 homo_energy_ev=-11.107 smiles=CCC.CC molar_mass_da=74.167 lumo_ev=1.085
C 0.179 2.064 0.946
H -0.364 1.146 0.721
C 0.689 -2.671 0.419
H -0.529 4.139 1.037
H -0.732 -2.212 -2.100
C -0.830 3.169 0.616
H 0.300 -2.802 1.427
H 1.015 2.080 0.252
H 1.778 -2.618 0.415
H -0.164 -0.503 -2.187
C 0.006 -1.490 -1.764
H -0.933 -1.290 0.139
H 0.934 -1.890 -2.191
H -1.011 3.262 -0.448
H 0.490 2.106 1.983
H 0.524 -0.484 0.069
C 0.089 -1.432 -0.250
H -1.809 2.976 1.060
H 0.366 -3.551 -0.143

***

B) 19
Properties=species:S:1:pos:R:3 method="wB97M-V/def2-TZVPD" gap_ev=12.38 homo_energy_ev=-11.184 smiles=CCC.CC molar_mass_da=74.167 lumo_ev=1.197
H -1.187 1.804 -2.716
H -0.670 0.230 -3.039
C 1.035 -0.170 0.688
C -2.092 0.133 -1.458
H -2.013 0.346 -0.396
C -0.958 0.866 -2.200
H -0.378 -0.199 2.321
H 0.047 -1.842 1.709
C 2.275 -0.085 1.597
H -0.189 1.169 -1.498
H 1.315 -0.752 -0.189
H 2.938 0.726 1.262
H 2.906 -0.970 1.551
H 0.745 0.857 0.469
C -0.138 -0.801 1.446
H -1.036 -0.875 0.817
H -2.014 -0.929 -1.670
H 1.986 0.250 2.594
H -3.063 0.533 -1.741

***

Stability ranking, top and bottom: A) is the most stable and B) is the least stable.

***

A) 19
Properties=species:S:1:pos:R:3 method="wB97M-V/def2-TZVPD" gap_ev=11.71 homo_energy_ev=-10.641 smiles=CCC.CC molar_mass_da=74.167 lumo_ev=1.071
H 3.712 0.151 -1.776
H 2.972 -1.512 -1.337
H 3.234 -0.121 0.585
H -1.406 0.520 -1.022
H -1.761 1.726 0.940
H -0.328 0.132 0.373
C 2.432 0.232 -0.151
H -3.098 0.999 2.199
H 2.066 -0.221 -2.259
C -2.147 0.865 1.451
H -2.264 -1.255 1.060
H -3.299 -0.366 0.026
C 2.804 -0.375 -1.521
H -1.317 0.595 2.221
C -1.091 -0.416 -0.387
H -0.588 -1.382 -0.711
H 1.499 -0.136 0.511
H 2.455 1.342 -0.154
C -2.310 -0.385 0.498

***

B) 19
Properties=species:S:1:pos:R:3 method="wB97M-V/def2-TZVPD" gap_ev=12.31 homo_energy_ev=-11.170 smiles=CCC.CC molar_mass_da=74.167 lumo_ev=1.139
H 0.806 -3.308 0.684
H -0.611 1.357 -3.063
H 0.017 2.480 -0.254
H -1.384 -0.506 1.183
H 0.771 0.943 -2.084
C -0.194 2.604 -1.312
H -0.913 -0.679 2.766
C -0.488 -0.386 1.804
H -0.880 0.463 -1.598
H -0.227 0.662 1.678
H 0.657 -2.106 -0.599
C -0.275 1.255 -2.031
H 0.398 3.375 -1.789
H -0.776 -2.515 0.404
H -1.180 3.097 -1.300
C 0.724 -1.234 1.331
H 1.275 -0.487 0.752
C 0.297 -2.399 0.381
H 1.420 -1.406 2.151

***

Stability ranking, top and bottom: B) is the most stable and A) is the least stable.

***

A) 19
Properties=species:S:1:pos:R:3 method="wB97M-V/def2-TZVPD" gap_ev=12.53 homo_energy_ev=-11.373 smiles=CCC.CC molar_mass_da=74.167 lumo_ev=1.153
C -0.158 1.182 1.756
H -1.493 2.014 0.178
H -0.214 -2.620 -1.774
C -0.723 -0.185 1.333
H 1.667 -0.509 -2.600
H -0.910 3.126 1.449
H 1.579 -2.794 -1.980
H 0.860 -0.091 -1.035
H 0.137 2.508 0.074
C 0.768 -2.213 -1.558
C -0.646 2.313 0.804
H -0.582 1.327 2.753
H -0.231 -1.136 1.546
H -0.083 -0.453 -2.391
H 0.789 -2.380 -0.465
H -1.722 -0.376 1.753
C 0.846 -0.736 -1.921
H 0.932 1.213 1.835
H -0.818 -0.189 0.242

***

B) 19
Properties=species:S:1:pos:R:3 method="wB97M-V/def2-TZVPD" gap_ev=12.12 homo_energy_ev=-11.044 smiles=CCC.CC molar_mass_da=74.167 lumo_ev=1.075
C -0.163 1.964 1.472
H -1.366 1.788 -0.396
H 0.138 1.093 -0.406
H 0.884 -1.797 -3.047
C -0.392 1.924 -0.023
H -0.725 0.174 2.209
H -2.186 1.011 1.778
C -1.178 1.147 2.246
H -1.146 1.288 3.304
C 0.262 -2.080 -2.180
H -0.468 -1.387 -1.882
H 0.803 1.602 1.652
H 1.251 -3.442 -0.761
C 1.343 -2.430 -1.075
H 1.169 -1.535 -0.294
H 2.321 -2.280 -1.540
H 0.068 2.795 -0.418
H -0.099 3.037 1.712
H -0.515 -2.873 -2.351

***

C) 19
Properties=species:S:1:pos:R:3 method="wB97M-V/def2-TZVPD" gap_ev=12.56 homo_energy_ev=-11.429 smiles=CCC.CC molar_mass_da=74.167 lumo_ev=1.128
H 0.267 -1.579 -2.214
C 0.933 -3.170 -0.915
C 0.753 -1.684 -1.243
C -0.016 1.772 0.614
H -1.957 0.900 0.154
H -0.048 -3.633 -0.789
H 0.663 0.916 0.585
H 1.712 -1.170 -1.317
C -0.467 2.026 2.048
H 0.153 -1.206 -0.470
H -0.986 1.159 2.455
H -0.856 0.978 -1.228
H 1.435 -3.708 -1.718
H -1.162 2.868 2.079
H 1.480 -3.303 0.015
H 0.370 2.270 2.698
C -1.189 1.501 -0.331
H -1.641 2.429 -0.685
H 0.556 2.633 0.261

***

Stability ranking, top and bottom: C) is the most stable and B) is the least stable.